# 1
Below is one molecule with the formula C5H10O2, with properties calculated with ωB97M-V with the def2-TZVPD basis set.

SMILES string = COC[C@H]1C[C@H]1O
highest occupied orbital energy = -9.2 eV
lowest unoccupied orbital energy = 0.925 eV
energy = -346.9247 a.u.
relative energy (zero: lowest compared OMol25 entry of this formula, charge and spin) = 63.23 kcal/mol

ORCA input file:
```
! RIJCOSX wB97M-V def2-TZVPD def2/J DEFGRID3
* xyz 0 1
O 0.32934 -1.57994 1.51351
O -0.25592 0.93724 0.64668
C 0.47687 -1.86393 0.16779
C -0.85033 2.18080 0.94508
C 1.50400 -1.22659 -0.71776
C -0.48374 0.50977 -0.68993
C 0.03550 -0.90582 -0.90623
H 0.28591 -2.91456 -0.05481
H -0.65391 2.39092 1.99927
H 2.04835 -1.80324 -1.46327
H -0.53976 -1.49765 -1.60542
H 2.08915 -0.46025 -0.21508
H 0.00651 1.22599 -1.37487
H -0.42490 2.99119 0.33424
H -1.93884 2.15686 0.78230
H -0.06554 -0.69399 1.54388
H -1.56270 0.55318 -0.90539
*
```

# 2
Below is C37H35ClN2RuS2Si2 as an isolated structure, with properties calculated with ωB97M-V with the def2-TZVPD basis set.

highest occupied orbital energy (spin up / spin down) = -6.0 / -10.5 eV
lowest unoccupied orbital energy (spin up / spin down) = -2.984 / -5.009 eV
energy = -3470.5179 a.u.
<S²> = 8.773
relative energy (zero: lowest compared OMol25 entry of this formula, charge and spin) = 1.97 kcal/mol

ORCA input file:
```
! RIJCOSX wB97M-V def2-TZVPD def2/J DEFGRID3
* xyz 1 6
Ru 1.30659 3.22827 -0.95073
Cl -1.22998 -2.15381 3.71512
S -0.06357 6.79251 1.75251
S 5.56012 4.20705 0.63261
Si -2.00240 -4.05592 3.31921
Si 0.37044 1.05715 -0.08997
N 0.85446 4.91312 0.37054
N 3.19430 3.86162 -0.09849
C 2.06684 3.15058 -3.09892
C -0.17136 -6.22160 3.26116
C -5.40068 -2.63981 1.39481
C -5.72311 -3.68466 0.53969
C 0.61335 4.79298 -2.45290
C 3.20514 -2.65367 -0.75431
C -1.66213 5.05965 0.24908
C 1.24195 -6.78380 1.40179
C 0.76714 2.59783 -3.07278
C -3.80576 -4.90580 1.31834
C -0.69940 -5.13806 2.55676
C 1.47816 -0.46381 -0.36275
C 3.11756 -1.65153 -1.71187
C 4.71688 2.05541 -0.96879
C 1.57267 -1.49223 0.57820
C -3.57640 1.24040 -1.46461
C 1.61252 6.62999 1.74794
C -0.23664 -4.89508 1.26056
C 0.79195 -7.04013 2.68840
C 1.97253 4.51190 -2.71517
C -0.13320 3.61118 -2.67161
C 0.72663 -5.70944 0.68772
C 3.20081 4.96451 0.67350
C -3.66594 0.19743 -2.37818
C -1.27222 0.64420 -0.95850
C -2.39434 1.45900 -0.77386
C 4.41681 3.29789 -0.21000
C 2.42850 -2.57009 0.39328
C -3.46731 -3.86228 2.18434
C -2.56432 -0.61962 -2.58445
C 2.27094 -0.57095 -1.50944
C 1.90945 5.54509 0.93393
C -0.32280 5.48116 0.72442
C -4.92407 -4.81815 0.50247
C -4.28348 -2.72924 2.21104
C 4.43826 5.34339 1.18030
C -1.38726 -0.39977 -1.87962
H 2.48556 -3.35027 1.14250
H 5.44730 2.27406 -1.77469
H -4.03499 -1.90201 2.86321
H -2.34245 2.28780 -0.07803
H -5.16885 -5.63297 -0.16630
H 2.79152 5.20802 -2.63986
H -2.14720 5.90280 -0.28491
H 5.13969 1.29295 -0.28221
H -2.29000 4.75563 1.11157
H 3.79170 1.65778 -1.41301
H -0.54504 -1.06016 -2.04482
H -0.51272 -6.42886 4.26818
H 2.23680 0.21773 -2.25099
H -4.58446 0.02694 -2.92508
H 0.49425 1.58443 -3.30996
H -6.01863 -1.75209 1.42298
H 0.96636 -1.44670 1.47518
H 0.21587 5.74285 -2.13556
H -4.43098 1.88349 -1.29176
H -2.62303 -1.43884 -3.29077
H -6.59454 -3.61398 -0.09830
H 1.07762 -5.50778 -0.31588
H 1.19204 -7.87616 3.24656
H -0.63411 -4.06217 0.69339
H -1.55230 4.22400 -0.44935
H 2.97267 2.62879 -3.36040
H 3.87078 -3.49440 -0.90312
H 4.64075 6.18251 1.83186
H -2.37792 -4.61743 4.63737
H 2.31941 7.24031 2.29373
H 0.03386 0.92824 1.38245
H 3.71661 -1.71001 -2.61255
H -1.19318 3.48393 -2.53488
H 1.99390 -7.42038 0.95402
H -3.18393 -5.79094 1.26870
*
```

# 3
Below is a 2-piece molecular cluster, C4H14N2O overall, with properties calculated with ωB97M-V with the def2-TZVPD basis set.

highest occupied orbital energy = -18.8 eV
lowest unoccupied orbital energy = -7.971 eV
energy = -344.9098 a.u.
relative energy (zero: lowest compared OMol25 entry of this formula, charge and spin) = 25.17 kcal/mol

ORCA input file:
```
! RIJCOSX wB97M-V def2-TZVPD def2/J DEFGRID3
* xyz 2 1
O 1.91494 -1.83049 -0.52079
N -0.32322 -0.79935 1.57400
N -0.04412 2.03781 -2.13774
C -0.40914 1.36824 0.27318
C -1.11899 0.37029 1.17546
C -0.14173 0.89239 -1.15189
C -0.48750 -2.04322 1.42363
H 2.52591 -2.41082 -0.00517
H -1.30821 0.81577 2.16247
H -0.65315 1.82051 -2.92975
H 0.90089 2.12821 -2.53200
H 0.27611 -2.79587 1.57890
H -1.44373 -2.54706 1.25022
H -0.24792 2.97955 -1.80216
H 0.72192 0.23245 -1.19574
H -1.04762 0.34210 -1.43152
H 0.59940 -0.52881 1.92092
H 2.56395 -1.44824 -1.11013
H -2.10247 0.06069 0.81185
H -1.09476 2.22315 0.23911
H 0.49505 1.70748 0.78892
*
```

# 4
Below is a 2-piece molecular cluster, C5H14O overall, with properties calculated with ωB97M-V with the def2-TZVPD basis set.

SMILES string = CC(C)(C)C.O
highest occupied orbital energy = -10.7 eV
lowest unoccupied orbital energy = 0.764 eV
energy = -274.1332 a.u.
relative energy (zero: lowest compared OMol25 entry of this formula, charge and spin) = 5.54 kcal/mol

ORCA input file:
```
! RIJCOSX wB97M-V def2-TZVPD def2/J DEFGRID3
* xyz 0 1
O 2.60614 2.97719 -1.47872
C -0.32719 -1.42196 -1.06996
C -1.88900 -0.00548 0.30299
C 0.57659 0.54626 0.09952
C -0.16061 -1.40510 1.52425
C -0.47925 -0.55392 0.20852
H 0.61726 1.14626 1.02416
H -2.49877 -0.89228 0.54457
H -0.98028 -2.30951 -1.02149
H 0.88185 -1.75506 1.61032
H 1.59046 0.17289 -0.12247
H -1.94324 0.69992 1.14919
H 0.25256 1.19829 -0.72901
H 0.71039 -1.75730 -1.23603
H 3.40273 3.41955 -1.10719
H -0.63835 -0.80265 -1.92800
H -0.81780 -2.28299 1.40584
H -0.43478 -0.88362 2.45673
H -2.31562 0.48231 -0.58956
H 1.84691 3.42723 -1.04364
*
```

Question: Which of these has the lowest energy?
Answer: C37H35ClN2RuS2Si2

Question: Among the records above, which one has the lowest energy?
Answer: C37H35ClN2RuS2Si2

Please write out number 1 again, unchanged.
Below is one molecule with the formula C5H10O2, with properties calculated with ωB97M-V with the def2-TZVPD basis set.

SMILES string = COC[C@H]1C[C@H]1O
highest occupied orbital energy = -9.2 eV
lowest unoccupied orbital energy = 0.925 eV
energy = -346.9247 a.u.
relative energy (zero: lowest compared OMol25 entry of this formula, charge and spin) = 63.23 kcal/mol

ORCA input file:
```
! RIJCOSX wB97M-V def2-TZVPD def2/J DEFGRID3
* xyz 0 1
O 0.32934 -1.57994 1.51351
O -0.25592 0.93724 0.64668
C 0.47687 -1.86393 0.16779
C -0.85033 2.18080 0.94508
C 1.50400 -1.22659 -0.71776
C -0.48374 0.50977 -0.68993
C 0.03550 -0.90582 -0.90623
H 0.28591 -2.91456 -0.05481
H -0.65391 2.39092 1.99927
H 2.04835 -1.80324 -1.46327
H -0.53976 -1.49765 -1.60542
H 2.08915 -0.46025 -0.21508
H 0.00651 1.22599 -1.37487
H -0.42490 2.99119 0.33424
H -1.93884 2.15686 0.78230
H -0.06554 -0.69399 1.54388
H -1.56270 0.55318 -0.90539
*
```